(1)
# C4H8O2

An isolated molecule of C4H8O2 (wB97M-V/def2-TZVPD, the OMol25 dataset).

Geometry as ORCA input:
```
! wB97M-V def2-TZVPD RIJCOSX def2/J DEFGRID3
* xyz 0 1
C -0.99984 -0.65909 1.76173
H -0.78768 1.74727 -0.31494
O -2.02872 0.19869 -0.63532
O 0.09358 -0.02503 1.45886
H -0.41682 0.69361 -1.72929
H 1.83687 0.84853 -1.25569
C -0.72358 0.71759 -0.67837
H -2.48017 0.44074 0.19243
H 1.54665 1.79684 0.25520
C 1.68268 0.79548 -0.17199
H 0.51456 -1.05286 -0.26344
C 0.42592 -0.01022 0.05983
H 2.57133 0.33917 0.26445
H -1.17297 -1.39606 0.93081
*
```

The calculation puts the energy relative to the best compared isomer or geometry (same formula, charge and spin) at 4.258 eV.

(2)
# C2H12NSi2

A 2-piece molecular cluster, C2H12NSi2 overall at a distorted geometry (wB97M-V/def2-TZVPD, the OMol25 dataset).

Geometry as ORCA input:
```
! wB97M-V def2-TZVPD RIJCOSX def2/J DEFGRID3
* xyz 1 1
H -0.83023 1.30231 -2.83757
H 0.56367 -1.05599 1.71232
H 1.45610 -2.60550 -0.37920
H -1.25210 -0.95773 1.70405
Si -0.80035 1.13949 -1.39078
Si 1.41676 -1.41578 -1.21742
H -2.09469 1.41912 -0.74203
C -0.28683 -0.62160 -0.95029
C -0.31442 -0.48493 1.46397
H 0.51416 1.38956 1.35137
N -0.23175 0.91584 1.88436
H 2.40641 -0.42267 -0.78785
H 1.50560 -1.69467 -2.64599
H -1.11354 1.40075 1.67514
H -0.03435 0.99898 2.89355
H -1.10034 -1.33698 -0.98168
H 0.19589 2.02979 -0.75195
*
```

The calculation puts the energy relative to the best compared isomer or geometry (same formula, charge and spin) at 3.435 eV.

(3)
# C22H46N4O4PSSi2

C22H46N4O4PSSi2 as an isolated structure at a distorted geometry (wB97M-V/def2-TZVPD, the OMol25 dataset).

Geometry as ORCA input:
```
! wB97M-V def2-TZVPD RIJCOSX def2/J DEFGRID3
* xyz -1 1
H -2.57767 8.76790 -0.69510
O 3.00809 4.14812 -2.26947
H -1.35161 6.64112 -0.74542
C -0.61185 0.41580 3.94969
C 0.62613 1.10805 3.47702
C -0.87482 -0.01210 0.14220
N 1.97617 1.64039 -5.29844
S 1.55561 2.94740 -0.06263
C -2.15939 0.12809 2.28054
N 2.00341 5.20042 -5.14295
H 2.92421 -3.29939 -0.05128
C -2.08154 -0.52597 0.92413
H -2.03486 -6.88256 3.34727
H -0.85600 1.47801 -3.46744
H 1.11868 0.60171 2.66447
C -2.28350 8.32487 -1.63540
H -0.97083 -1.40219 -1.46932
H 3.51186 -4.56502 2.80298
C -1.25218 -6.69940 2.59921
H -1.31393 3.26459 -4.26109
H -3.04835 8.56334 -2.36305
C -0.97587 -0.33367 -1.33486
P 2.23980 2.79884 -1.87576
N 0.57039 -4.51406 1.63396
H -1.88338 0.13437 -1.70467
H 1.89664 -4.18186 -1.19523
H -3.14007 0.00045 2.71259
C 1.55019 -7.03011 0.32206
H 1.03534 0.35384 -1.41408
C 1.25666 4.70081 -4.39677
H -0.86165 2.15842 -1.88664
H 0.47523 -0.36544 -2.90146
H 3.08945 -6.27023 3.03859
H -3.01143 6.37069 -1.21645
H 3.52511 -4.77844 -0.82482
H 0.45009 4.59102 -2.48279
H 1.11104 -4.27418 4.75066
O -1.11203 0.67203 5.01628
H -0.18307 -5.29450 5.39702
H -2.99875 -0.36053 0.37806
C -0.22566 1.67202 -2.60798
H 1.19416 -6.03742 4.58433
H -0.00796 -0.52176 0.54343
H -1.88664 4.28535 -1.97033
H 1.34389 -7.75635 1.11097
O 3.25451 1.58179 -2.02074
H 1.33104 1.20828 4.28413
H 2.40485 -7.41014 -0.25374
H -1.32942 -2.79454 3.40200
H -0.58652 6.48052 -2.98544
Si 1.91844 -5.30962 1.03178
C -1.76584 -3.76275 3.17082
C -1.63681 6.24849 -2.85244
H -2.15550 6.74116 -3.65960
C -1.89517 4.75422 -2.95371
H -0.54995 -7.53416 2.65557
N -0.97303 4.13483 -3.89403
H -0.76270 1.05041 0.31958
C 2.63716 -4.29398 -0.40015
H 4.25558 -5.81742 1.79605
H -1.93457 1.18563 2.18105
C -2.07723 6.83093 -1.52374
Si -0.39317 -5.03606 2.91055
H 3.90370 4.07484 -1.93042
C 0.38860 4.05356 -3.41771
H -1.92978 -1.58508 1.08639
C 0.87364 2.59767 -3.11997
C 1.48623 1.99317 -4.29424
H -2.36956 -3.66998 2.26366
H -2.43065 -4.04923 3.99550
H -1.72112 -6.70602 1.61363
O -1.16065 -0.49136 3.09647
H 3.63895 1.46997 -1.14349
H -2.88758 4.65420 -3.36260
H -1.37561 8.79329 -1.98586
C 0.52377 -5.17527 4.56540
C 0.20701 0.31303 -2.10229
H 0.68796 -6.98844 -0.34568
H 0.34009 2.10577 3.18078
C 3.32421 -5.51015 2.29049
*
```

The electronic energy is -2704.5641 hartree.

(4)
# C2H7NS

An isolated molecule of C2H7NS at a distorted geometry (wB97M-V/def2-TZVPD, the OMol25 dataset).

Geometry as ORCA input:
```
! wB97M-V def2-TZVPD RIJCOSX def2/J DEFGRID3
* xyz 0 1
S 0.38072 0.17653 -1.39763
H -1.76515 0.93631 0.35162
C 1.67819 0.51320 -0.10078
H -0.46163 -1.57818 0.08424
C -0.83780 -0.66109 -0.36662
H 2.06770 -0.48606 0.07132
H -1.95162 -0.39288 1.27783
H -1.75053 -0.78632 -0.95318
H 1.45401 1.00899 0.83769
N -1.25876 0.19718 0.83482
H 2.44489 1.07233 -0.63929
*
```

Its structure (SMILES) is CSCN. The calculation puts the energy relative to the best compared isomer or geometry (same formula, charge and spin) at 0.386 eV.

(5)
# C35H42BrCsN4OSSi3

C35H42BrCsN4OSSi3 as an isolated structure at a distorted geometry (wB97M-V/def2-TZVPD, the OMol25 dataset).

Geometry as ORCA input:
```
! wB97M-V def2-TZVPD RIJCOSX def2/J DEFGRID3
* xyz -2 1
C -1.89915 -0.30152 -4.14342
C -1.79746 4.62893 -2.08683
N 2.34552 -0.75033 -0.02871
H -4.27124 -3.56390 -1.59444
H -3.67740 -3.20134 -3.22191
C 3.42954 3.16490 -1.79965
C 2.28985 -0.67574 -1.33043
Br -0.95612 -1.69312 8.15772
H 0.45702 -2.90016 -2.29582
Si -2.69856 0.04168 -2.46138
C -0.95454 3.64921 -1.58148
C 4.20877 -2.06045 -1.62857
H -4.18048 2.52908 -3.21664
C 3.38645 -1.56379 1.98159
C 3.96557 5.72333 -1.11902
H -3.91408 1.55635 0.04404
H -2.24532 -3.80064 0.75935
C -3.15879 1.20548 0.76019
H 4.44425 -2.34764 3.64003
C -2.35293 1.92632 -2.25453
C -1.45133 -3.80573 0.00264
C 3.21544 -1.31749 -2.18590
H -4.25045 -2.59891 0.93989
H 6.10293 -3.59647 2.27444
H 3.17630 2.13471 -2.04876
C -0.51162 -3.16505 -2.73035
O 1.47458 1.61310 3.74216
C -3.40338 -3.65957 -2.26049
H 4.93651 -2.57582 -2.24576
H -4.84122 0.45285 -3.80889
H 4.99172 3.30761 -3.26785
C -4.56688 0.00891 -2.84095
H -0.80585 -0.25402 -4.06440
H -3.53712 1.39563 1.77258
N 2.70511 3.70920 -0.81257
C 0.93977 0.89017 4.63267
C 1.92744 -1.27726 3.75967
C 3.33718 -1.48454 0.54677
H -0.61266 -2.63348 -3.68081
H 6.04026 -3.46769 -0.18714
H -4.89460 -1.03795 -2.83778
N 2.49972 -0.80089 2.72443
C -1.54125 -1.04662 1.91272
H -1.59235 -0.29991 2.71397
H -1.11894 1.17364 7.38325
H 1.46934 -0.08991 -1.74285
C -2.97483 4.22481 -2.69123
H 2.00988 -2.35711 3.96428
H -0.05737 3.94739 -1.05021
H 0.73688 -2.34503 5.81767
C 5.33311 -3.01706 1.77811
C 1.13682 -0.53669 4.72118
Si -2.76734 -0.62887 0.52695
C 4.43640 3.80988 -2.48652
H -0.53926 -3.42171 0.47545
H -2.17260 -1.29239 -4.52744
H -3.21360 -4.72835 -2.43475
H -0.51350 -1.05350 1.52900
H -1.27287 -4.84660 -0.29606
H -5.18810 -1.22402 0.33577
C 2.94208 4.99366 -0.44803
C 5.30524 -2.94842 0.41711
H 4.13963 6.74452 -0.81146
C -0.47544 0.71025 6.64603
C 4.30061 -2.17671 -0.22099
H -1.53916 5.67522 -1.97503
H -5.13166 0.52756 -2.05247
C 0.56295 -1.27439 5.77268
N -1.20031 2.33559 -1.67054
H -2.22371 0.44966 -4.87302
C -4.37887 -1.51031 1.02070
H -3.67362 4.95548 -3.08478
H -4.69282 -1.27956 2.04803
H 3.11683 -1.21942 -3.25963
S 2.01247 5.71099 0.82029
C -2.20189 -1.03274 -1.13327
C 0.06950 1.45456 5.63355
H -0.50347 -4.24294 -2.94168
Cs 1.44869 2.21320 1.39605
H -2.25952 1.80975 0.60570
C 4.69956 5.13453 -2.11999
H -0.13260 2.51666 5.55552
C -3.25630 2.86928 -2.76219
H 5.48028 5.69314 -2.62649
Si -1.90085 -2.76047 -1.50756
C 4.38098 -2.32407 2.55917
C -0.21497 -0.66956 6.71983
H -1.73670 -2.02746 2.35946
*
```

The calculation puts the energy relative to the best compared isomer or geometry (same formula, charge and spin) at 0.889 eV.

(6)
# C8H6Cl2O2S

A 3-piece molecular cluster, C8H6Cl2O2S overall at a distorted geometry (wB97M-V/def2-TZVPD, the OMol25 dataset).

Geometry as ORCA input:
```
! wB97M-V def2-TZVPD RIJCOSX def2/J DEFGRID3
* xyz 0 1
C -2.78984 -1.36807 -0.41010
C -0.30302 -0.69247 0.00302
S -1.98025 1.56673 0.75810
C 1.67334 -1.00742 1.25728
Cl -4.37577 -1.67299 -0.56334
C -1.71843 -0.86874 -0.08443
C 0.37427 -0.22348 -1.13013
C 1.76193 -0.20825 -1.04119
H 2.31528 -1.28101 2.01769
H 3.50278 -0.59570 0.28668
H 0.31011 2.47041 -0.65950
H -0.26876 0.02796 -2.09132
C 2.37096 -0.58722 0.17492
H -0.26630 -1.49184 1.87259
C 0.30332 -1.08962 1.15862
O -3.36522 1.73854 1.05240
O -1.46128 2.14728 -0.47427
Cl 1.48640 3.12579 -0.15164
H 2.43048 0.01008 -1.97538
*
```

The calculation puts the energy relative to the best compared isomer or geometry (same formula, charge and spin) at 0.000 eV.

(7)
# C38H49MgN3O5PSSb

C38H49MgN3O5PSSb as an isolated structure (wB97M-V/def2-TZVPD, the OMol25 dataset).

Geometry as ORCA input:
```
! wB97M-V def2-TZVPD RIJCOSX def2/J DEFGRID3
* xyz 0 1
H -5.84001 -2.53474 -1.48630
H 3.76828 3.87044 1.54792
O 1.95675 -4.44705 -0.57780
H 2.65907 2.52809 1.23706
H -7.57500 -2.79952 0.25866
H 4.63439 3.09742 -1.91084
C -1.40742 4.29712 -2.08093
Sb 1.25556 3.03655 -1.46697
H 0.66269 4.62427 -4.45754
Mg -0.12762 -1.38815 0.54203
H -0.83111 3.87808 0.60434
H 1.09270 6.51866 -1.21145
H -1.75455 3.30331 -1.78088
N 1.99760 -0.60287 0.05617
H -1.01477 -5.37994 5.85284
C 0.53892 1.94176 -4.14572
C 2.59170 -0.95986 -1.08354
C -4.81078 -3.19732 2.17614
H -1.57512 -3.37343 7.18513
H -2.47267 1.62332 -0.07197
C -5.55416 -2.72137 -0.45899
C 0.27400 6.10986 -1.79726
C -4.21382 -2.80064 -0.11776
H -4.52580 -3.37130 3.20576
C -0.40511 -5.10489 0.30632
H 1.93544 -1.22617 -1.90349
C 1.64620 4.15613 -4.44979
H -0.76394 -8.42034 -0.24065
H 1.90595 3.93304 -5.49216
H -3.49287 -5.65402 1.55022
H 3.83291 2.81061 -3.72671
C -6.15382 -3.10621 1.83526
C 4.13842 -0.35380 1.06302
H 0.86332 -6.57307 -0.57397
O -0.67688 0.03152 1.82486
H -2.22333 5.00329 -1.88819
H 3.98698 1.81286 -0.89119
N 5.52332 0.33274 3.13060
P -2.04031 -3.13162 1.53060
H -0.57169 6.80173 -1.69720
H -1.23262 4.28689 -3.15822
O 0.09764 -2.87405 -0.94436
C 1.65484 2.86471 -3.64148
C 3.10324 3.77160 -0.50390
H 3.53669 5.43944 -1.85110
H -1.51095 -0.13919 -1.69677
H -0.49782 0.87299 -0.92605
H -3.45201 -2.68036 -0.88236
C -2.23359 -7.14569 0.67221
H -2.31115 -1.30253 6.04178
C 4.75743 -0.73648 -0.12217
H -2.95751 -7.93750 0.81663
C -1.66707 -3.35136 6.10652
C -1.90247 -3.29611 3.33458
C -0.52926 4.83899 0.17919
C 4.91062 0.01487 2.21249
H -6.90914 -3.21660 2.60269
C 4.26354 2.86724 -0.91543
C 2.86799 3.57545 0.99751
C -0.16273 4.73276 -1.30242
H 3.10804 1.28302 -3.20188
H -3.14267 0.00093 -0.10483
C -1.88103 0.40166 1.58071
O -2.77439 0.61130 2.38928
H -2.48780 -1.23136 3.59394
C 3.96976 -1.03420 -1.21581
H 4.40638 -1.34566 -2.15398
O 0.97805 -3.07345 1.22392
N -1.13450 0.09386 -0.78421
C 3.47362 5.22292 -0.78210
H 2.23071 -0.03477 2.02517
C -2.53506 -5.85584 1.08601
C -6.52725 -2.87159 0.52057
H 5.09424 3.00861 -0.21338
C -2.23394 0.56892 0.09164
H 0.58749 0.96172 -3.66034
C -2.08381 -2.19127 5.46724
C 2.98375 2.14467 -3.86567
H 2.75968 5.91186 -0.33382
C -1.35532 -4.47780 5.36080
H 5.83686 -0.78378 -0.17658
C -2.19251 -2.15355 4.08589
H 4.45349 5.43900 -0.33922
C -1.47398 -4.45362 3.97765
H 0.29790 5.23043 0.77394
H 0.64977 1.78569 -5.22520
C -3.83127 -3.04768 1.20054
C -1.00871 -7.41674 0.08132
H -1.36973 5.53327 0.29519
H 2.03733 4.17224 1.37668
C -1.62588 -4.81382 0.92040
H 3.02422 1.77618 -4.89805
C 2.74872 -0.30409 1.11179
S 0.78599 -3.82552 -0.03607
H 2.37067 4.88234 -4.07584
H 0.57334 6.11206 -2.84068
H -0.45627 2.35329 -3.97059
H -1.22058 -5.33765 3.40687
C -0.09441 -6.39113 -0.10623
*
```

The calculation puts the energy relative to the best compared isomer or geometry (same formula, charge and spin) at 0.353 eV.

(8)
# C4H7N3O2

An isolated molecule of C4H7N3O2 at a distorted geometry (wB97M-V/def2-TZVPD, the OMol25 dataset).

Geometry as ORCA input:
```
! wB97M-V def2-TZVPD RIJCOSX def2/J DEFGRID3
* xyz 0 1
O 0.13225 0.11598 -1.78114
N 1.21342 -1.62770 -0.73827
H -1.87022 1.13536 0.94135
C 0.56067 -0.32098 -3.03598
H 0.12446 -0.63620 3.63346
O 0.24962 0.27444 -3.98612
N 0.23402 -0.58156 1.63335
H -1.00845 1.44415 -0.62183
C -0.89670 1.21945 0.42428
H 1.27154 -1.85670 0.25761
C -0.22012 -0.14544 2.72597
H 1.05847 -1.28640 -2.93193
N -0.10387 0.00246 0.44832
H -0.79194 0.77595 2.75037
C 0.51127 -0.57842 -0.69849
H -0.46442 2.06562 0.97904
*
```

Its structure (SMILES) is [H]/N=C(/OC=O)N(C)N=C. The calculation puts the energy relative to the best compared isomer or geometry (same formula, charge and spin) at 2.505 eV.

(9)
# C30H39CaN5O

C30H39CaN5O as an isolated structure at a distorted geometry (wB97M-V/def2-TZVPD, the OMol25 dataset).

Geometry as ORCA input:
```
! wB97M-V def2-TZVPD RIJCOSX def2/J DEFGRID3
* xyz -2 1
H 2.22874 5.86392 -0.23197
C -2.23853 0.75798 -0.17183
N 1.79416 -1.71889 -1.79398
H -2.38042 -1.03385 -1.36939
C 4.12580 2.13961 -2.06692
H 0.50259 -2.06302 1.73421
H -2.18568 -3.28042 -2.31291
H 1.86957 -2.73755 0.77692
C 0.40262 3.06059 -2.30116
H 0.20846 1.98169 -2.55748
C 2.74817 1.89961 -2.10248
C -2.61363 -6.26927 2.38375
C -1.43613 -4.76096 -0.91183
N 2.81666 4.23984 0.91727
C -1.36203 3.77101 1.87197
C 4.57100 3.47607 -2.23507
H 3.59650 4.72428 1.37578
H -3.15493 -5.89513 -0.29125
H -0.59360 -4.54895 2.91958
H 2.41512 0.85180 -2.11196
H 4.93046 1.37238 -1.88829
H -0.59819 3.23772 -1.62389
C -1.90770 3.12320 -1.14780
C 2.72974 2.93672 1.24910
H -2.04182 4.16066 -0.81810
C -1.72396 1.23087 2.01799
H -2.27116 1.57706 4.08155
H 3.88106 5.54836 -2.82466
H -2.97482 -4.83632 -2.34535
C -1.99383 -4.36623 -2.23408
H -3.59910 -1.29103 1.71774
Ca 0.53906 0.36061 0.09849
H -2.31070 -1.89176 0.66853
C 3.65867 4.48044 -2.64521
C 1.76062 5.06285 0.34812
H 3.86144 1.50840 2.21003
H -2.15929 -7.27142 2.45333
H -2.15537 4.05875 2.58409
C 0.70806 -3.54562 -2.74512
C 1.08913 -2.33182 -0.91815
H -1.39900 0.06262 3.78241
C -1.95791 2.16000 -0.06695
H -1.96934 -1.54541 2.37281
H -0.53379 1.61115 3.75202
C -0.20118 -4.29123 -0.45737
C 0.06279 -4.02802 0.90667
H -2.56422 -5.80521 3.37713
H -3.74576 0.06951 -1.56276
H 0.60155 -4.39907 -3.43295
H 1.29731 -1.74075 -3.90689
C -2.13975 0.19819 1.12977
C 1.01849 -3.00325 1.43247
C 1.82267 3.06618 -2.35898
H -3.66008 -6.38198 2.07314
N 3.77389 2.50932 1.99626
C 1.23363 -2.32421 -3.01479
H 4.58356 3.11872 2.11725
N 2.39310 4.19564 -2.86094
H 1.12017 4.47950 -0.32413
C -1.86317 -5.42869 1.39298
H 1.16019 5.52336 1.14388
C -1.47539 1.11187 3.47558
C -1.63151 2.43193 1.29190
H -2.55211 2.86232 -1.99574
N 0.55178 -3.52396 -1.35449
H -2.18337 0.45748 -2.30529
H -0.40992 3.78350 2.42403
C -0.77386 -4.65874 1.84171
C -2.23008 -5.42246 0.04135
H -1.31743 4.56087 1.11019
H 5.58393 3.83796 -2.06752
C -2.52083 -1.19232 1.49082
C -2.65229 0.03432 -1.40392
H -1.39387 -4.65984 -3.10067
O 1.77594 2.10921 0.92340
H 1.45913 -3.36068 2.37805
*
```

The calculation puts the energy relative to the best compared isomer or geometry (same formula, charge and spin) at 1.861 eV.